Computed, not measured: a structure of composition C37H47LiN5O4PSe, with ωB97M-V/def2-TZVPD.

Each line ends with the Mulliken charge.
Cartesian coordinates (Å):
Li (1.111, 0.067, -0.415)  0.714
Se (0.352, -7.228, -4.274)  -0.084
N (0.508, -6.885, -2.487)  -1.035
C (0.514, -5.542, -2.406)  0.775
C (0.609, -4.843, -1.147)  0.605
C (0.679, -5.520, 0.083)  -0.839
C (0.746, -4.801, 1.251)  -0.823
C (0.743, -3.399, 1.184)  -0.275
N (0.688, -2.744, 0.047)  0.454
C (0.625, -3.433, -1.101)  -0.617
C (0.539, -2.667, -2.335)  -0.815
N (0.554, -1.320, -2.249)  0.923
C (0.412, -0.620, -3.357)  -0.295
C (0.255, -1.208, -4.622)  -0.441
C (0.265, -2.575, -4.723)  -0.995
C (0.410, -3.351, -3.561)  0.717
C (0.410, -4.797, -3.610)  0.662
N (0.309, -5.471, -4.766)  -1.020
H (0.672, -6.603, 0.072)  0.468
H (0.795, -5.298, 2.213)  0.427
H (0.775, -2.782, 2.080)  0.206
H (0.445, 0.455, -3.231)  0.024
H (0.137, -0.577, -5.495)  0.501
H (0.158, -3.085, -5.672)  0.441
C (-2.155, 0.940, 4.129)  -1.725
C (-1.046, -0.116, 4.026)  2.603
C (-1.674, -1.508, 4.191)  -1.694
C (-0.047, 0.107, 5.169)  -1.852
C (-0.357, -0.024, 2.722)  -0.379
C (0.216, -0.035, 1.629)  -0.643
H (-2.674, 0.862, 5.091)  0.467
H (-2.883, 0.804, 3.327)  0.285
H (-1.740, 1.945, 4.034)  0.200
H (-2.173, -1.596, 5.164)  0.443
H (-0.907, -2.281, 4.117)  0.297
H (-2.405, -1.690, 3.403)  0.177
H (-0.553, 0.050, 6.140)  0.455
H (0.421, 1.091, 5.078)  0.348
H (0.739, -0.651, 5.142)  0.300
N (3.139, -0.857, -0.076)  -0.576
C (3.510, -0.850, 1.010)  0.171
C (3.975, -0.835, 2.371)  0.323
C (3.130, -0.337, 3.361)  0.292
C (3.587, -0.306, 4.670)  -0.569
C (4.858, -0.768, 4.986)  -0.471
C (5.688, -1.267, 3.992)  -0.479
C (5.249, -1.303, 2.678)  -0.449
H (2.133, -0.006, 3.074)  0.066
H (2.939, 0.076, 5.449)  0.380
H (5.204, -0.741, 6.012)  0.380
H (6.678, -1.628, 4.239)  0.359
H (5.884, -1.687, 1.891)  0.471
C (-0.695, 5.099, 0.179)  -1.683
C (-0.596, 3.700, 0.778)  1.824
C (0.006, 3.758, 2.178)  -1.384
C (-1.961, 3.022, 0.802)  -0.970
O (0.267, 2.831, 0.038)  -0.041
P (0.927, 2.964, -1.411)  0.642
O (1.667, 4.239, -1.610)  -0.950
O (1.593, 1.637, -1.618)  -0.812
O (-0.443, 2.989, -2.326)  0.651
C (-0.482, 3.487, -3.668)  1.831
C (-0.687, 5.000, -3.629)  -2.053
C (0.788, 3.153, -4.451)  -1.508
C (-1.683, 2.796, -4.299)  -1.627
H (-1.313, 5.720, 0.834)  0.489
H (-1.155, 5.064, -0.807)  0.125
H (0.295, 5.544, 0.075)  0.377
H (-0.653, 4.300, 2.862)  0.393
H (0.975, 4.261, 2.142)  0.408
H (0.150, 2.736, 2.537)  -0.124
H (-2.664, 3.584, 1.425)  0.500
H (-1.846, 2.011, 1.197)  -0.180
H (-2.356, 2.956, -0.213)  0.174
H (0.137, 5.458, -3.081)  0.306
H (-1.626, 5.237, -3.123)  0.327
H (-0.727, 5.407, -4.643)  0.483
H (1.650, 3.652, -4.007)  0.357
H (0.671, 3.488, -5.486)  0.500
H (0.976, 2.080, -4.449)  0.278
H (-2.582, 3.007, -3.716)  0.338
H (-1.532, 1.714, -4.309)  0.159
H (-1.835, 3.145, -5.324)  0.419
C (-2.845, -2.487, -1.653)  -1.845
C (-2.426, -1.264, -0.839)  4.047
C (-3.255, -1.153, 0.451)  -1.506
C (-2.513, -0.012, -1.641)  -2.576
H (-2.728, -3.404, -1.068)  0.364
H (-2.239, -2.587, -2.555)  0.341
H (-3.896, -2.407, -1.956)  0.465
H (-1.387, -1.391, -0.524)  -1.448
H (-4.316, -1.000, 0.225)  0.444
H (-2.895, -0.321, 1.058)  0.078
H (-3.153, -2.070, 1.040)  0.376
H (-1.785, 0.778, -1.515)  1.098
H (-3.276, 0.117, -2.402)  0.057

Results
Net charge ... -2
Highest occupied orbital energy (alpha / beta) ... -2.72 / 0.01 eV
Spin multiplicity ... 1
Gap between HOMO and LUMO (alpha / beta) ... 0.246 / 0.146 hartree

Computed, not measured: a structure of composition C37H47N2P2PdSi2, with ωB97M-V/def2-TZVPD.

Each line ends with the Mulliken spin population.
Cartesian coordinates (Å):
Pd (0.229, -0.813, 0.374)  1.292
C (-2.915, -4.344, 0.291)  0.005
Si (-2.153, -3.111, -0.922)  0.018
C (-0.554, -3.830, -1.582)  0.004
C (-3.376, -2.887, -2.338)  0.008
N (-1.808, -1.614, -0.202)  0.121
P (-2.395, -0.391, 0.625)  -0.017
C (-1.380, 0.940, 0.405)  0.462
P (-0.194, 1.681, 1.383)  0.032
N (1.225, 1.495, 0.716)  0.051
Si (2.723, 2.298, 0.741)  0.008
C (3.446, 2.609, 2.464)  0.002
C (3.972, 1.281, -0.218)  -0.001
C (2.575, 3.994, -0.079)  0.009
C (-0.612, 3.455, 1.555)  -0.012
C (-1.337, 4.066, 0.538)  0.018
C (-1.574, 5.432, 0.561)  -0.002
C (-1.090, 6.205, 1.607)  0.009
C (-0.367, 5.604, 2.629)  -0.004
C (-0.130, 4.238, 2.600)  0.009
C (-0.148, 1.128, 3.128)  -0.010
C (0.841, 0.230, 3.521)  0.013
C (0.894, -0.234, 4.828)  -0.006
C (-0.040, 0.198, 5.756)  -0.001
C (-1.039, 1.082, 5.371)  0.009
C (-1.094, 1.538, 4.063)  -0.008
C (-2.714, -0.929, 2.351)  0.023
C (-1.949, -1.938, 2.926)  -0.022
C (-2.181, -2.346, 4.232)  0.000
C (-3.194, -1.762, 4.974)  0.002
C (-3.960, -0.748, 4.415)  0.002
C (-3.712, -0.328, 3.119)  -0.005
C (-4.098, -0.020, 0.061)  0.013
C (-4.332, 1.134, -0.676)  0.002
C (-5.591, 1.392, -1.202)  0.000
C (-6.624, 0.489, -1.003)  0.007
C (-6.396, -0.672, -0.272)  -0.002
C (-5.140, -0.923, 0.255)  0.014
H (-3.039, -5.324, -0.177)  0.001
H (-3.899, -4.010, 0.626)  -0.001
H (-2.289, -4.470, 1.176)  0.000
H (-0.713, -4.740, -2.163)  -0.001
H (0.137, -4.052, -0.765)  0.000
H (-0.053, -3.094, -2.215)  0.006
H (-3.576, -3.827, -2.857)  0.000
H (-2.987, -2.171, -3.063)  -0.001
H (-4.326, -2.496, -1.966)  -0.001
H (3.466, 1.702, 3.067)  0.000
H (2.873, 3.361, 3.011)  -0.001
H (4.473, 2.976, 2.379)  0.001
H (4.135, 0.325, 0.280)  0.003
H (4.928, 1.798, -0.326)  0.000
H (3.581, 1.051, -1.211)  -0.001
H (1.956, 4.669, 0.516)  -0.001
H (2.107, 3.895, -1.060)  0.000
H (3.554, 4.460, -0.212)  0.000
H (-1.703, 3.449, -0.274)  -0.006
H (-2.137, 5.895, -0.241)  0.000
H (-1.274, 7.272, 1.626)  0.001
H (0.013, 6.199, 3.450)  0.000
H (0.434, 3.776, 3.403)  0.002
H (1.560, -0.115, 2.787)  -0.005
H (1.668, -0.934, 5.118)  0.000
H (0.002, -0.161, 6.777)  0.000
H (-1.783, 1.408, 6.087)  0.000
H (-1.878, 2.226, 3.767)  -0.008
H (-1.164, -2.411, 2.343)  0.014
H (-1.571, -3.130, 4.664)  0.000
H (-3.382, -2.090, 5.989)  0.000
H (-4.747, -0.278, 4.992)  0.000
H (-4.311, 0.469, 2.693)  -0.004
H (-3.508, 1.821, -0.829)  -0.004
H (-5.762, 2.296, -1.773)  0.000
H (-7.605, 0.685, -1.417)  0.001
H (-7.199, -1.381, -0.115)  0.000
H (-4.970, -1.826, 0.831)  0.000
C (4.587, -2.971, -1.843)  0.002
C (4.292, -3.063, -0.340)  0.002
C (5.462, -2.457, 0.445)  0.001
C (4.123, -4.537, 0.055)  0.001
C (3.052, -2.329, -0.043)  -0.038
C (2.028, -1.724, 0.206)  -0.004
H (5.504, -3.517, -2.085)  0.000
H (4.708, -1.930, -2.143)  -0.001
H (3.763, -3.395, -2.419)  -0.001
H (6.392, -2.984, 0.211)  0.000
H (5.281, -2.530, 1.519)  0.000
H (5.586, -1.404, 0.194)  0.000
H (5.028, -5.102, -0.187)  0.000
H (3.281, -4.978, -0.479)  -0.001
H (3.931, -4.626, 1.125)  0.000

Results
Net charge ... -1
Highest occupied orbital energy (alpha / beta) ... -3.95 / -4.45 eV
Spin multiplicity ... 3
Gap between HOMO and LUMO (alpha / beta) ... 0.244 / 0.223 hartree

Computed, not measured: a structure of composition C37H47N3O6S2SiTi, with ωB97M-V/def2-TZVPD.

Each line ends with the Mulliken charge.
Cartesian coordinates (Å):
Ti (1.418, -0.646, 1.115)  -0.205
C (3.883, -4.046, 0.945)  -0.483
O (4.809, -3.450, 0.021)  -0.530
C (5.180, -2.163, 0.227)  -0.217
C (6.493, -1.816, -0.058)  -0.529
C (6.958, -0.518, 0.131)  -0.814
C (6.106, 0.446, 0.638)  -0.929
C (4.778, 0.120, 0.904)  0.827
C (3.897, 1.124, 1.487)  -0.633
N (2.654, 0.943, 1.716)  0.966
N (1.975, 2.022, 2.317)  -1.230
C (0.733, 1.698, 2.439)  0.216
O (0.259, 0.540, 2.023)  0.834
C (-0.222, 2.632, 3.063)  0.202
C (0.016, 4.003, 3.084)  -0.330
C (-0.915, 4.853, 3.659)  -0.743
C (-2.079, 4.335, 4.219)  -0.478
C (-2.309, 2.966, 4.208)  -0.768
C (-1.383, 2.114, 3.625)  -0.172
C (4.306, -1.167, 0.652)  0.953
O (3.003, -1.429, 0.820)  0.015
H (4.067, -5.116, 0.900)  0.310
H (2.856, -3.832, 0.671)  -0.033
H (4.054, -3.684, 1.958)  0.328
H (7.148, -2.597, -0.422)  0.475
H (7.987, -0.274, -0.097)  0.399
H (6.457, 1.453, 0.834)  0.440
H (4.314, 2.089, 1.761)  0.382
H (0.929, 4.386, 2.646)  0.457
H (-0.736, 5.920, 3.669)  0.406
H (-2.810, 5.002, 4.659)  0.411
H (-3.209, 2.560, 4.653)  0.433
H (-1.548, 1.043, 3.605)  0.371
C (-2.699, -0.459, 1.805)  -0.501
C (-2.795, 0.160, 0.417)  1.878
C (-3.714, -0.663, -0.474)  -1.542
C (-3.286, 1.601, 0.518)  -1.262
O (-1.452, 0.112, -0.081)  0.841
Si (-0.701, 0.608, -1.453)  -1.025
S (1.351, 0.417, -1.058)  -0.886
O (-1.149, 2.115, -1.868)  0.058
C (-0.581, 3.422, -1.964)  1.945
C (0.541, 3.435, -2.988)  -1.528
C (-1.714, 4.330, -2.419)  -1.814
C (-0.091, 3.841, -0.583)  -1.498
O (-1.127, -0.453, -2.631)  0.492
C (-1.224, -0.449, -4.056)  1.622
C (-1.730, -1.832, -4.430)  -1.676
C (0.161, -0.203, -4.642)  -1.219
C (-2.207, 0.611, -4.527)  -1.487
H (-3.548, -0.148, 2.418)  0.635
H (-1.775, -0.132, 2.291)  -1.100
H (-2.694, -1.555, 1.756)  0.167
H (-4.674, -0.803, 0.029)  0.401
H (-3.268, -1.642, -0.665)  0.164
H (-3.893, -0.175, -1.436)  0.263
H (-4.291, 1.613, 0.947)  0.511
H (-3.319, 2.085, -0.458)  0.133
H (-2.622, 2.181, 1.168)  0.071
H (0.151, 3.226, -3.988)  0.336
H (1.306, 2.696, -2.743)  0.172
H (1.014, 4.420, -3.005)  0.527
H (-2.150, 3.955, -3.348)  0.354
H (-1.346, 5.344, -2.592)  0.402
H (-2.498, 4.368, -1.659)  0.372
H (0.740, 3.213, -0.247)  0.086
H (-0.905, 3.759, 0.144)  0.229
H (0.246, 4.881, -0.608)  0.680
H (-0.999, -2.594, -4.145)  0.233
H (-1.904, -1.904, -5.506)  0.458
H (-2.667, -2.036, -3.907)  0.287
H (0.863, -0.963, -4.290)  0.227
H (0.544, 0.777, -4.337)  0.063
H (0.130, -0.236, -5.734)  0.515
H (-3.205, 0.411, -4.130)  0.305
H (-2.262, 0.603, -5.618)  0.532
H (-1.901, 1.604, -4.197)  0.081
C (1.147, -2.758, -1.671)  -0.806
C (0.184, -3.009, -0.553)  1.166
C (-0.916, -3.853, -0.838)  -0.968
C (-1.738, -4.261, 0.157)  -1.481
C (-1.458, -3.896, 1.493)  1.416
C (-2.214, -4.402, 2.571)  -0.716
C (-1.874, -4.049, 3.844)  -0.894
C (-0.774, -3.201, 4.076)  -0.464
C (-0.012, -2.683, 3.051)  0.548
S (1.437, -1.742, 3.370)  -0.552
C (-0.384, -3.021, 1.722)  -1.144
N (0.385, -2.528, 0.664)  2.089
H (1.345, -3.720, -2.150)  0.767
H (2.084, -2.328, -1.334)  -0.393
H (0.703, -2.088, -2.410)  -0.577
H (-1.071, -4.163, -1.864)  0.454
H (-2.594, -4.894, -0.051)  0.408
H (-3.045, -5.067, 2.369)  0.427
H (-2.434, -4.439, 4.686)  0.393
H (-0.493, -2.949, 5.091)  0.496

Results
Net charge ... 0
Highest occupied orbital energy ... -7.40 eV
Spin multiplicity ... 1
Gap between HOMO and LUMO ... 0.243 hartree

Q: Which relative energy (zero: lowest compared OMol25 entry of this formula, charge and spin) values were calculated for the entries above? A: 5.11 21.44 44.34, in kJ/mol.
Q: Which largest force on an atom values were calculated for the entries above? A: 0.300 0.818 1.449, in eV Å⁻¹.